DFT (ωB97M-V/def2-TZVPD) results for C23H52CeO3P4Se as an isolated structure.

The geometry in ORCA input format:
```
! RIJCOSX wB97M-V def2-TZVPD def2/J DEFGRID3
* xyz 4 1
Ce -0.956 0.795 -0.063
P -1.693 -1.946 0.581
P 1.517 -0.072 1.748
P 1.373 -1.250 -1.483
H -3.060 4.623 -6.722
C -3.090 3.671 -7.261
C -4.031 2.743 -7.009
H -4.914 2.975 -6.401
C -3.259 -1.979 1.521
C -0.787 -3.225 1.512
C -2.217 -2.782 -0.959
C 2.908 1.112 1.591
C 1.382 0.094 3.570
C 2.512 -1.623 1.818
C 0.723 -1.262 -3.211
C 1.558 -3.068 -1.298
C 3.130 -0.885 -1.867
H -2.375 3.573 -8.106
H -4.007 1.776 -7.528
H -3.990 -1.307 1.052
H -3.097 -1.663 2.561
H -3.638 -3.010 1.495
H -0.447 -2.795 2.466
H 0.079 -3.602 0.954
H -1.473 -4.056 1.727
H -2.800 -2.097 -1.592
H -2.856 -3.623 -0.660
H -1.363 -3.154 -1.538
H 3.579 0.948 2.443
H 2.522 2.135 1.632
H 3.457 0.981 0.655
H 2.398 -0.036 3.964
H 0.724 -0.666 3.992
H 1.008 1.078 3.855
H 3.154 -1.569 2.709
H 3.150 -1.751 0.937
H 1.847 -2.487 1.926
H 1.369 -1.899 -3.832
H 0.713 -0.239 -3.602
H -0.300 -1.656 -3.219
H 2.155 -3.442 -2.139
H 0.587 -3.569 -1.301
H 2.072 -3.314 -0.364
H 3.524 -1.692 -2.498
H 3.738 -0.821 -0.959
H 3.207 0.071 -2.397
C 0.403 2.754 -3.194
C -0.989 2.709 -3.444
C -1.456 3.055 -4.706
C -0.604 3.678 -5.622
C 0.750 3.866 -5.329
C 1.251 3.385 -4.136
Se 1.300 2.015 -1.742
H -0.625 0.254 -1.889
H -1.683 2.396 -2.653
H -2.499 2.876 -4.982
H -0.985 4.048 -6.563
H 1.395 4.386 -6.030
H 2.312 3.479 -3.908
C -2.787 -1.171 5.801
C -2.972 -0.042 4.835
O -1.781 0.010 3.970
P -1.765 1.022 2.685
O -2.374 2.431 3.228
C -1.617 3.408 4.053
C -1.620 3.108 5.520
O -1.208 2.826 0.088
C -0.898 4.188 0.367
C -2.131 5.022 0.641
H -2.728 -2.132 5.286
H -3.632 -1.223 6.493
H -1.888 -1.072 6.413
H -3.834 -0.235 4.189
H -3.105 0.903 5.373
H -2.163 4.327 3.840
H -0.600 3.491 3.638
H -1.065 2.218 5.817
H -1.155 3.966 6.002
H -2.655 3.043 5.852
H -0.238 4.251 1.254
H -0.335 4.648 -0.465
H -2.629 4.666 1.545
H -1.800 6.059 0.769
H -2.850 4.946 -0.180
*
```

Results
energy relative to the best compared isomer or geometry (same formula, charge and spin): 106.0 kJ/mol
total energy: -5373.5736 hartree
HOMO (alpha / beta): -18.13 / -18.12 eV
gap between HOMO and LUMO (alpha / beta): 0.120 / 0.120 Ha

---

DFT (ωB97M-V/def2-TZVPD) results for a 3-piece molecular cluster, C29H60N6O6S overall.

The geometry in ORCA input format:
```
! RIJCOSX wB97M-V def2-TZVPD def2/J DEFGRID3
* xyz 0 3
N -1.771 -3.931 1.169
C -1.450 -4.834 0.317
N -0.183 -5.430 0.187
N -2.402 -5.397 -0.544
C -3.641 -4.638 -0.729
C -4.621 -4.778 0.444
C -5.765 -3.755 0.369
C -5.514 -2.434 1.126
C -4.880 -1.286 0.349
O -5.394 -1.232 -0.992
S -4.268 -0.926 -2.059
O -4.179 0.493 -2.266
O -4.432 -1.820 -3.168
O -3.048 -1.439 -1.187
C -3.333 -1.413 0.240
C -2.542 -0.330 0.995
C -1.242 0.080 0.289
C -0.252 -1.101 0.148
C 0.472 -1.180 -1.218
N 0.657 -2.534 -1.757
H -0.970 -3.664 1.735
H 0.540 -4.904 0.656
H 0.096 -5.649 -0.758
H -1.962 -5.582 -1.437
H -3.411 -3.592 -0.968
H -4.134 -5.057 -1.617
H -5.034 -5.797 0.408
H -4.110 -4.682 1.409
H -6.036 -3.564 -0.677
H -6.655 -4.204 0.832
H -6.474 -2.081 1.523
H -4.867 -2.627 1.994
H -5.122 -0.338 0.847
H -3.040 -2.400 0.622
H -2.280 -0.773 1.969
H -3.160 0.553 1.200
H -1.486 0.480 -0.705
H -0.795 0.905 0.856
H 0.510 -1.027 0.933
H -0.767 -2.059 0.311
H -0.090 -0.610 -1.967
H 1.471 -0.728 -1.140
H -0.252 -2.971 -1.866
H 1.176 -3.093 -1.086
C -1.577 3.178 -2.643
C -1.862 3.878 -1.299
C -2.056 5.386 -1.485
C -0.765 6.133 -1.809
C 0.319 5.833 -0.778
C 0.570 4.333 -0.586
N -0.744 3.664 -0.319
O -1.109 3.735 0.911
C 1.276 3.733 -1.808
C 1.474 4.100 0.617
C -3.127 3.255 -0.719
H -1.105 3.832 -3.374
H -0.943 2.303 -2.505
H -2.515 2.831 -3.075
H -2.485 5.799 -0.566
H -2.794 5.537 -2.277
H -0.415 5.878 -2.813
H -0.963 7.207 -1.822
H 1.263 6.305 -1.063
H 0.025 6.261 0.186
H 1.338 2.647 -1.719
H 2.291 4.129 -1.853
H 0.796 3.970 -2.752
H 1.090 4.575 1.518
H 2.458 4.523 0.405
H 1.594 3.037 0.817
H -2.980 2.191 -0.537
H -3.933 3.360 -1.445
H -3.431 3.726 0.213
C 6.134 -1.717 2.110
C 5.068 -1.677 0.998
C 5.540 -0.838 -0.195
C 5.560 0.664 0.082
C 4.206 1.146 0.598
C 3.709 0.360 1.816
N 3.770 -1.102 1.488
O 2.746 -1.515 0.826
C 4.535 0.707 3.062
C 2.260 0.715 2.115
C 4.801 -3.111 0.551
H 6.779 -0.840 2.115
H 5.675 -1.812 3.093
H 6.777 -2.584 1.964
H 4.874 -1.033 -1.042
H 6.534 -1.188 -0.484
H 6.351 0.915 0.794
H 5.803 1.195 -0.840
H 4.249 2.204 0.868
H 3.465 1.052 -0.203
H 4.263 0.059 3.896
H 4.315 1.735 3.347
H 5.608 0.640 2.912
H 1.623 0.588 1.244
H 2.202 1.758 2.427
H 1.860 0.100 2.922
H 4.402 -3.706 1.374
H 5.744 -3.553 0.229
H 4.097 -3.154 -0.276
*
```

Results
energy relative to the best compared isomer or geometry (same formula, charge and spin): 7.4 kJ/mol
total energy: -2319.0474 hartree
HOMO (alpha / beta): -7.99 / -8.97 eV
gap between HOMO and LUMO (alpha / beta): 0.315 / 0.340 Ha

---

DFT (ωB97M-V/def2-TZVPD) results for C53H46GeN6O4SeZr as an isolated structure.

The geometry in ORCA input format:
```
! RIJCOSX wB97M-V def2-TZVPD def2/J DEFGRID3
* xyz 0 1
Zr -0.006 -0.160 0.812
N 2.145 0.564 -1.996
C 1.829 -0.783 -1.924
C 2.536 -1.665 -2.748
C 2.160 -2.986 -2.795
C 1.074 -3.409 -2.038
C 0.466 -2.487 -1.229
N 0.843 -1.198 -1.139
C 1.326 1.658 -1.754
C 1.514 2.788 -2.562
C 0.739 3.901 -2.349
C -0.208 3.879 -1.331
C -0.335 2.728 -0.595
N 0.408 1.625 -0.797
H 2.889 0.760 -2.644
H 3.354 -1.292 -3.352
H 2.698 -3.678 -3.430
H 0.715 -4.428 -2.048
H -0.379 -2.756 -0.616
H 2.255 2.764 -3.350
H 0.870 4.781 -2.964
H -0.831 4.735 -1.114
H -1.053 2.663 0.210
C -3.027 1.186 3.912
C -4.236 1.144 3.234
C -4.233 1.026 1.859
C -3.018 0.926 1.188
N -1.850 0.927 1.855
C -1.860 1.077 3.187
C -2.931 0.698 -0.262
C -3.949 1.159 -1.097
C -3.914 0.871 -2.449
C -2.858 0.113 -2.938
C -1.832 -0.297 -2.097
C -1.804 -0.003 -0.727
H -2.980 1.286 4.987
H -5.172 1.189 3.776
H -5.157 0.958 1.304
H -0.894 1.103 3.667
H -4.764 1.748 -0.692
H -4.694 1.227 -3.110
H -2.822 -0.145 -3.991
H -1.024 -0.854 -2.555
O 2.205 0.439 0.970
C 1.920 1.226 1.921
O 0.790 1.791 1.916
C 2.870 1.387 3.078
C 3.521 2.766 3.201
Ge 2.384 4.374 3.115
C 3.322 5.726 4.185
C 2.688 6.471 5.176
C 3.386 7.424 5.909
C 4.731 7.644 5.660
C 5.377 6.913 4.672
C 4.675 5.966 3.942
C 2.409 5.097 1.296
C 1.818 6.337 1.047
C 1.986 6.980 -0.171
C 2.776 6.401 -1.156
C 3.365 5.167 -0.926
C 3.169 4.515 0.284
C 0.576 4.233 3.824
C 0.365 3.880 5.155
C -0.916 3.865 5.695
C -2.002 4.213 4.906
C -1.808 4.550 3.573
C -0.529 4.554 3.037
H 3.628 0.606 3.007
H 2.258 1.191 3.963
H 4.282 2.892 2.427
H 4.056 2.817 4.151
H 1.635 6.313 5.380
H 2.876 7.994 6.676
H 5.276 8.385 6.232
H 6.427 7.085 4.468
H 5.192 5.412 3.165
H 1.239 6.824 1.825
H 1.523 7.943 -0.342
H 2.933 6.913 -2.097
H 3.978 4.708 -1.692
H 3.630 3.544 0.435
H 1.208 3.628 5.792
H -1.061 3.592 6.733
H -3.000 4.211 5.325
H -2.657 4.803 2.949
H -0.388 4.804 1.992
Se -1.898 -2.226 1.672
C -2.009 -3.795 0.577
C -3.132 -4.055 -0.205
C -3.228 -5.229 -0.942
C -2.202 -6.162 -0.914
C -1.079 -5.917 -0.132
C -0.987 -4.748 0.608
H -3.929 -3.323 -0.236
H -4.110 -5.412 -1.544
H -2.277 -7.075 -1.491
H -0.274 -6.642 -0.091
H -0.122 -4.561 1.234
C 4.239 -4.325 2.207
N 3.127 -3.427 2.477
C 2.703 -3.185 3.743
C 1.711 -2.312 4.003
C 1.127 -1.668 2.868
O 0.309 -0.698 2.966
N 1.443 -2.021 1.618
C 2.514 -2.819 1.362
O 2.965 -3.052 0.253
H 4.740 -4.555 3.144
H 4.935 -3.847 1.522
H 3.888 -5.246 1.743
H 3.226 -3.721 4.524
H 1.375 -2.088 5.002
*
```

Results
energy relative to the best compared isomer or geometry (same formula, charge and spin): 61.5 kJ/mol
total energy: -7202.4180 hartree
HOMO: -6.50 eV
gap between HOMO and LUMO: 0.255 Ha

---

DFT (ωB97M-V/def2-TZVPD) results for a single C4H9N molecule.

The geometry in ORCA input format:
```
! RIJCOSX wB97M-V def2-TZVPD def2/J DEFGRID3
* xyz 0 1
C 0.934 -0.060 0.824
C -0.190 -1.040 0.391
C -1.066 -0.399 -0.659
N -0.174 0.828 -1.145
C 0.498 1.223 0.077
H 1.946 -0.445 0.658
H 0.903 0.247 1.950
H 0.152 -1.963 -0.018
H -1.065 -1.324 1.200
H -1.372 -1.171 -1.442
H -2.108 -0.169 -0.425
H 0.216 0.487 -1.940
H 1.454 1.885 -0.160
H -0.129 1.901 0.689
*
```

Results
energy relative to the best compared isomer or geometry (same formula, charge and spin): 157.0 kJ/mol
total energy: -212.4914 hartree
HOMO: -8.81 eV
SMILES string: C1CCNC1
gap between HOMO and LUMO: 0.365 Ha

---

Which value of energy relative to the best compared isomer or geometry (same formula, charge and spin) does entry 2 give? 7.4 kJ/mol

---

What is the total energy in the second record? -2319.0474 hartree